(1)
# C22H37ErO3Si

A molecular structure, C22H37ErO3Si (wB97M-V/def2-TZVPD, the OMol25 dataset).

E_LUMO (spin up / spin down) = 0.2 / 0.3 eV
ΔE to the lowest compared entry with this formula, charge and spin = 31.4 kJ/mol
spin multiplicity = 4
Kohn-Sham gap (spin up / spin down) = 0.1665 / 0.1759 hartree
<S²> = 3.8660

XYZ file:
```
64
C22H37ErO3Si wB97M-V/def2-TZVPD
O -1.170 1.485 -1.202
C -0.109 1.445 -2.164
C -0.397 2.840 -2.744
H -0.524 0.557 -2.582
H 0.961 1.154 -1.930
C -1.831 2.540 -2.125
H -0.161 2.940 -3.797
H -0.043 3.754 -2.114
C -2.761 1.653 -3.000
H -2.334 0.646 -3.314
H -3.081 2.090 -3.966
H -3.650 1.338 -2.387
C -2.637 3.482 -1.181
H -1.959 4.258 -0.758
H -3.084 2.874 -0.399
H -3.403 4.087 -1.704
Er 0.743 -0.027 0.155
C 1.206 1.906 1.734
C 2.490 1.271 1.670
C 2.981 1.374 0.334
H 3.094 1.020 2.538
C 2.052 2.162 -0.393
C 0.928 2.432 0.452
H 0.068 3.052 0.230
H 0.608 2.101 2.630
H 3.981 1.081 -0.023
H 2.228 2.567 -1.389
C -1.310 -0.566 2.008
C -1.768 0.705 1.318
C -2.919 0.346 0.551
H -1.489 1.692 1.732
C -2.991 -1.077 0.407
C -1.975 -1.664 1.173
H -1.744 -2.698 1.432
H -1.759 -0.550 3.014
H -3.724 0.983 0.163
H -3.773 -1.564 -0.218
O 1.275 -2.074 -1.978
C 0.847 -1.421 -3.249
C 1.200 -2.249 -4.454
H 1.363 -0.454 -3.277
H -0.250 -1.264 -3.290
C 2.015 -3.432 -3.913
H 1.810 -1.701 -5.177
H 0.293 -2.644 -4.892
C 2.037 -3.273 -2.356
H 3.063 -3.325 -4.267
H 1.564 -4.390 -4.236
H 3.083 -3.097 -2.014
H 1.722 -4.175 -1.814
C 2.353 -1.010 4.248
Si 0.560 -1.183 3.834
C 0.091 -2.975 4.146
C -0.421 -0.005 4.955
O 0.203 -0.739 2.195
H 2.549 -1.438 5.263
H 2.663 0.050 4.283
H 2.946 -1.583 3.505
H 0.570 -3.219 5.123
H -1.006 -3.135 4.200
H 0.518 -3.626 3.353
H -0.170 1.065 4.793
H -1.521 -0.120 4.881
H -0.104 -0.274 5.989
```

(2)
# C22H37N4PdS2SbSi2

A molecular structure, C22H37N4PdS2SbSi2 (wB97M-V/def2-TZVPD, the OMol25 dataset).

E_LUMO = 4.5 eV
ΔE to the lowest compared entry with this formula, charge and spin = 32.7 kJ/mol
net charge = -2
Kohn-Sham gap = 0.1889 hartree

XYZ file:
```
69
C22H37N4PdS2SbSi2 wB97M-V/def2-TZVPD
Pd -0.970 -1.034 0.534
S -1.930 -1.155 2.631
C -2.039 -2.876 2.897
C -2.643 -3.295 4.125
N -3.143 -3.598 5.119
C -1.589 -3.784 1.992
S -0.841 -3.349 0.484
C -1.723 -5.188 2.256
N -1.814 -6.321 2.449
C -3.326 -1.741 -1.703
Si -1.725 -1.224 -2.536
C -2.168 0.329 -3.553
C -1.330 -2.611 -3.769
N -0.470 -0.908 -1.424
C 0.823 -0.542 -1.806
C 1.144 -0.365 -3.154
C 2.418 0.010 -3.598
C 3.407 0.221 -2.660
C 3.109 0.066 -1.305
C 1.843 -0.303 -0.815
N 1.540 -0.410 0.513
Si 2.680 -0.864 1.670
C 3.722 -2.361 1.139
C 3.960 0.463 2.192
C 1.838 -1.358 3.287
H -4.106 -1.854 -2.467
H -3.660 -1.006 -0.969
H -3.203 -2.690 -1.178
H -2.519 0.076 -4.559
H -1.301 0.985 -3.654
H -2.963 0.894 -3.060
H -2.256 -3.049 -4.153
H -0.773 -3.397 -3.252
H -0.731 -2.282 -4.620
H 0.379 -0.531 -3.900
H 2.608 0.128 -4.660
H 4.409 0.511 -2.960
H 3.893 0.262 -0.582
H 4.377 -2.142 0.294
H 3.040 -3.161 0.835
H 4.334 -2.730 1.967
H 4.607 0.772 1.366
H 4.598 0.090 3.001
H 3.445 1.355 2.561
H 0.753 -1.270 3.205
H 2.165 -0.740 4.129
H 2.065 -2.400 3.531
C -3.326 3.274 -1.192
C -2.769 3.207 0.224
Sb -1.316 1.641 0.560
C 0.348 2.532 -0.449
C 0.512 4.033 -0.250
C -0.879 2.322 2.556
C 0.534 1.963 2.999
H -4.030 4.104 -1.315
H -3.852 2.354 -1.453
H -2.529 3.404 -1.928
H -3.567 3.050 0.954
H -2.254 4.132 0.496
H 0.275 2.269 -1.506
H 1.203 1.972 -0.064
H -0.302 4.599 -0.710
H 1.446 4.385 -0.699
H 0.539 4.301 0.810
H -1.614 1.838 3.202
H -1.059 3.401 2.598
H 0.734 0.904 2.830
H 0.685 2.173 4.062
H 1.285 2.519 2.433
```

(3)
# C22H37N8O5S4Y

A molecular structure, C22H37N8O5S4Y (wB97M-V/def2-TZVPD, the OMol25 dataset).

E_LUMO = 4.1 eV
ΔE to the lowest compared entry with this formula, charge and spin = 88.5 kJ/mol
net charge = -2
Kohn-Sham gap = 0.2163 hartree

XYZ file:
```
77
C22H37N8O5S4Y wB97M-V/def2-TZVPD
Y -0.016 -0.095 -0.329
C -1.005 7.139 -3.902
C -1.330 5.947 -3.042
C -0.432 4.894 -2.914
C -0.734 3.787 -2.136
C -1.950 3.720 -1.476
C -2.855 4.767 -1.583
C -2.544 5.869 -2.364
S -2.337 2.295 -0.468
O -2.528 1.131 -1.321
O -3.522 2.743 0.267
N -1.090 1.956 0.392
C -0.369 2.984 1.111
C 1.143 2.732 0.990
O 1.911 3.593 1.418
O 1.465 1.600 0.486
H 0.049 7.144 -4.178
H -1.227 8.075 -3.385
H -1.590 7.128 -4.825
H 0.521 4.930 -3.429
H -0.028 2.973 -2.056
H -3.792 4.708 -1.046
H -3.255 6.685 -2.444
H -0.611 2.974 2.181
H -0.577 3.998 0.754
S 0.511 0.668 -3.045
C -0.136 -0.580 -4.063
C -0.055 -0.341 -5.477
N 0.029 -0.122 -6.606
C -0.674 -1.751 -3.616
S -0.842 -2.215 -1.951
C -1.140 -2.710 -4.580
N -1.515 -3.502 -5.330
N 0.348 0.480 3.405
H 0.432 -0.332 2.787
H 0.882 0.265 4.241
H 0.868 1.212 2.927
N 2.810 -1.494 -1.729
N 2.414 -0.355 -0.912
H 2.312 -1.329 -2.605
H 2.284 -2.268 -1.325
H 2.786 0.477 -1.356
H 2.864 -0.431 -0.007
C 2.645 -2.385 2.437
C 1.307 -2.677 1.737
C 0.291 -3.141 2.793
C 1.510 -3.833 0.746
O 0.889 -1.533 1.075
H 3.050 -3.274 2.933
H 2.517 -1.596 3.182
H 3.374 -2.039 1.700
H 0.704 -3.965 3.384
H -0.630 -3.480 2.319
H 0.024 -2.328 3.471
H 1.626 -4.788 1.268
H 2.410 -3.683 0.143
H 0.653 -3.897 0.073
C -6.255 0.254 -0.065
C -4.827 -0.206 0.163
N -4.313 0.391 1.392
C -3.156 -0.042 1.944
S -2.319 -1.406 1.391
N -2.664 0.669 2.968
C -3.211 1.911 3.479
C -4.440 1.702 4.356
H -6.648 -0.184 -0.984
H -6.305 1.341 -0.169
H -6.903 -0.040 0.764
H -4.187 0.072 -0.678
H -4.764 -1.287 0.266
H -4.386 1.403 1.388
H -1.714 0.432 3.256
H -3.419 2.604 2.660
H -2.411 2.369 4.065
H -5.239 1.212 3.798
H -4.815 2.661 4.722
H -4.194 1.075 5.214
```

(4)
# C22H38Br12F9N3O2PS

7 unconnected molecules or ions with the total composition C22H38Br12F9N3O2PS (wB97M-V/def2-TZVPD, the OMol25 dataset).

E_LUMO = -4.4 eV
net charge = +1
Kohn-Sham gap = 0.2536 hartree

XYZ file:
```
88
C22H38Br12F9N3O2PS wB97M-V/def2-TZVPD
C 2.761 5.115 -2.028
N 1.879 3.883 -2.109
C 0.478 4.222 -1.670
N -0.370 2.966 -1.546
N -1.006 2.671 -2.665
C -1.795 1.503 -2.685
P -2.671 1.066 -4.346
O -1.821 -0.333 -4.930
O -2.154 2.306 -5.443
C -1.919 0.655 -1.399
C -1.162 1.034 -0.091
C -0.291 2.343 -0.270
C 0.554 2.804 0.997
C 1.501 1.604 1.572
C 3.066 1.976 1.339
F 3.290 3.161 2.090
F 3.163 2.211 -0.077
C 3.901 0.702 1.828
F 3.388 0.171 3.059
F 3.752 -0.368 0.890
S 5.735 0.973 2.093
F 6.091 -0.109 0.841
F 5.817 2.262 1.049
F 5.510 1.920 3.442
F 5.797 -0.368 3.131
F 7.385 1.129 2.329
H 3.530 5.111 -2.884
H 2.084 6.034 -2.089
H 3.300 5.066 -1.008
H 1.771 3.740 -3.135
H 0.050 4.879 -2.522
H 0.442 4.869 -0.735
H -0.869 -0.051 -4.872
H -1.168 2.268 -5.512
H -2.563 -0.290 -1.427
H -1.209 0.434 0.881
H 1.193 3.732 0.854
H -0.209 3.003 1.842
H 1.308 0.661 0.944
H 1.253 1.398 2.663
Br -6.509 -0.045 -1.740
C -7.533 1.351 -2.637
C -6.740 1.964 -3.762
Br -5.393 3.193 -3.077
H -7.830 2.071 -1.874
H -8.423 0.850 -3.021
H -7.381 2.572 -4.402
H -6.219 1.227 -4.373
Br -0.051 -1.474 1.565
C 0.858 -1.713 3.275
C 0.200 -2.791 4.099
Br -1.451 -2.147 4.912
H 0.869 -0.741 3.768
H 1.880 -1.994 3.015
H 0.838 -3.077 4.937
H -0.054 -3.679 3.523
Br 4.945 -4.209 0.172
C 4.496 -3.952 2.050
C 3.653 -5.087 2.576
Br 1.803 -4.931 1.976
H 4.009 -2.979 2.130
H 5.457 -3.915 2.568
H 3.601 -5.055 3.665
H 4.006 -6.069 2.262
Br -8.223 -3.762 -1.496
C -7.383 -4.681 -2.997
C -5.885 -4.739 -2.835
Br -5.061 -3.021 -3.250
H -7.699 -4.163 -3.903
H -7.810 -5.685 -2.990
H -5.448 -5.442 -3.545
H -5.571 -5.006 -1.826
Br 9.290 -3.599 2.623
C 9.059 -2.099 1.399
C 9.218 -2.534 -0.037
Br 11.095 -2.791 -0.495
H 9.772 -1.331 1.699
H 8.045 -1.738 1.581
H 8.864 -1.756 -0.715
H 8.705 -3.468 -0.263
Br -8.028 1.891 4.206
C -8.140 1.620 2.279
C -7.007 0.759 1.780
Br -5.343 1.771 1.675
H -8.166 2.608 1.819
H -9.099 1.124 2.118
H -7.199 0.423 0.758
H -6.813 -0.108 2.412
```

(5)
# C22H38Cl3N2NaOP2S

A molecular structure, C22H38Cl3N2NaOP2S (wB97M-V/def2-TZVPD, the OMol25 dataset).

E_LUMO = -2.1 eV
Kohn-Sham gap = 0.1135 hartree

XYZ file:
```
70
C22H38Cl3N2NaOP2S wB97M-V/def2-TZVPD
C -2.510 -0.149 5.123
C -1.363 0.020 3.995
P -1.976 1.043 2.481
C -2.838 2.541 3.227
C -0.402 1.442 1.534
C 0.114 0.312 0.513
P -0.959 -1.272 0.365
C 0.076 -2.703 1.105
C -1.353 -1.593 -1.470
C -1.408 -0.212 -2.365
C 1.434 0.489 -0.324
C 2.001 -0.668 -1.319
C 3.537 -0.871 -0.950
C 4.127 -2.353 -0.969
C 4.677 -2.678 0.537
C 3.160 -3.528 -1.454
C 2.272 1.808 -0.229
N 3.473 2.244 -0.899
S 3.818 3.802 -0.237
N 2.542 4.147 0.883
C 1.784 2.921 0.766
C 0.476 2.700 1.636
Cl 0.047 4.027 2.793
H -2.190 -1.063 5.761
H -3.535 -0.445 4.681
H -2.557 0.738 5.837
H -1.204 -1.044 3.561
H -0.363 0.397 4.400
H -3.833 2.222 3.713
H -2.200 2.972 4.094
H -3.062 3.398 2.507
H 0.305 -2.497 2.212
H -0.582 -3.647 0.985
H 1.093 -2.825 0.579
H -0.635 -2.385 -1.900
H -2.429 -2.061 -1.502
H -0.338 0.189 -2.470
H -2.122 0.543 -1.830
H -1.854 -0.447 -3.428
H 1.862 -0.326 -2.417
H 1.310 -1.560 -1.166
H 3.815 -0.408 0.073
H 4.150 -0.253 -1.716
H 5.075 -2.397 -1.632
H 5.305 -3.630 0.580
H 3.793 -2.711 1.280
H 5.326 -1.763 0.808
H 2.545 -3.858 -0.526
H 3.755 -4.465 -1.760
H 2.373 -3.222 -2.235
Na -3.450 -1.054 -1.961
Cl 7.193 0.420 1.344
C 6.217 1.342 2.515
C 5.441 0.436 3.451
Cl 4.143 -0.446 2.609
H 5.553 2.004 1.955
H 6.911 1.960 3.088
H 4.964 1.033 4.232
H 6.092 -0.296 3.933
C -5.852 1.008 -5.300
C -7.157 0.738 -4.526
C -8.193 1.816 -4.896
O -6.896 0.845 -3.216
H -5.427 1.991 -5.068
H -5.092 0.249 -5.077
H -6.034 0.979 -6.384
H -7.555 -0.215 -4.926
H -7.848 2.826 -4.650
H -9.144 1.649 -4.380
H -8.399 1.795 -5.975
```

(6)
# C22H39FN9O5PS

9 unconnected molecules or ions with the total composition C22H39FN9O5PS (wB97M-V/def2-TZVPD, the OMol25 dataset).

E_LUMO = -1.7 eV
Kohn-Sham gap = 0.3454 hartree
structure (SMILES) = CCCCCCN(P(=O)(O)O)S(=O)(=O)F.CC#N.CC#N.CC#N.CC#N.CC#N.CC#N.CC#N.CC#N

XYZ file:
```
78
C22H39FN9O5PS wB97M-V/def2-TZVPD
C -2.378 3.698 -0.448
C -0.950 2.916 -0.308
C -0.497 3.075 1.220
C 1.086 3.163 1.458
C 1.871 4.140 0.459
C 2.464 3.262 -0.774
N 3.861 2.786 -0.526
P 4.966 3.127 -1.853
O 4.739 4.487 -2.541
O 4.732 1.870 -3.007
O 6.586 3.151 -1.263
S 3.933 1.155 0.007
O 5.340 0.638 -0.307
O 2.958 0.221 -0.661
F 3.809 1.056 1.689
H -2.627 3.921 -1.535
H -3.146 3.057 0.096
H -2.241 4.673 0.147
H -0.262 3.411 -1.071
H -1.110 1.819 -0.611
H -0.848 2.112 1.767
H -1.026 3.935 1.771
H 1.227 3.604 2.517
H 1.540 2.103 1.525
H 2.651 4.808 0.949
H 1.080 4.825 -0.028
H 1.702 2.422 -0.943
H 2.369 3.945 -1.699
H 5.534 1.291 -2.983
H 7.170 3.206 -2.058
C -1.745 -1.857 -0.446
C -1.274 -0.853 0.514
N -0.903 -0.063 1.271
H -2.832 -1.864 -0.519
H -1.354 -1.667 -1.449
H -1.432 -2.864 -0.161
C 2.438 -0.723 3.654
C 1.774 -0.870 4.953
N 1.251 -0.985 5.976
H 1.719 -0.745 2.831
H 2.981 0.221 3.586
H 3.158 -1.526 3.479
C 7.951 -1.223 0.709
C 9.251 -1.277 0.034
N 10.275 -1.319 -0.499
H 8.010 -0.672 1.651
H 7.197 -0.728 0.091
H 7.576 -2.223 0.940
C 3.835 -1.994 -3.003
C 2.769 -2.687 -3.735
N 1.931 -3.232 -4.311
H 3.861 -2.293 -1.953
H 4.819 -2.209 -3.427
H 3.699 -0.910 -3.028
C -6.397 -3.247 -0.343
C -5.101 -3.304 -1.025
N -4.080 -3.349 -1.564
H -6.334 -2.692 0.596
H -7.155 -2.756 -0.958
H -6.771 -4.245 -0.105
C -9.601 -0.308 -1.989
C -9.116 -0.440 -0.612
N -8.730 -0.547 0.472
H -8.806 0.008 -2.665
H -9.993 -1.253 -2.369
H -10.404 0.430 -2.063
C 1.751 -4.072 7.902
C 1.133 -5.401 7.942
N 0.646 -6.447 7.974
H 1.001 -3.281 7.828
H 2.341 -3.876 8.801
H 2.419 -3.965 7.045
C -7.392 -0.527 -5.763
C -8.301 -1.310 -4.921
N -9.017 -1.928 -4.258
H -7.322 0.509 -5.422
H -6.381 -0.941 -5.754
H -7.726 -0.506 -6.803
```

Number 1: calculated total energy -65048.6978 eV. Number 2: calculated total energy -76822.4249 eV. Number 3: calculated total energy -89965.2493 eV. Number 4: calculated total energy -917074.3719 eV. Number 5: calculated total energy -99843.0378 eV. Number 6: calculated total energy -69932.5301 eV.